# 1
The molecule C6H12O in a non-equilibrium geometry, computed with ωB97M-V/def2-TZVPD.

## Properties
- Orbital gap: 10.18 eV
- Highest occupied orbital energy: -9.080 eV
- Calculated total energy: -8461.88021 eV
- SMILES: CC(C)[C@H]1O[C@H]1C

Last column: natural (NBO) charge in e.
Cartesian coordinates (Å):
C  2.27  0.40  0.50  -0.599
C  0.86  -0.20  0.28  -0.244
C  0.46  -0.98  1.53  -0.606
C  -0.15  0.89  -0.17  0.014
O  -0.10  1.16  -1.56  -0.486
C  -1.38  0.82  -1.07  0.083
C  -2.15  -0.41  -1.35  -0.642
H  3.01  -0.40  0.69  0.208
H  2.63  0.97  -0.36  0.219
H  2.28  1.06  1.37  0.203
H  0.94  -0.91  -0.56  0.209
H  0.37  -0.33  2.41  0.204
H  1.23  -1.73  1.76  0.212
H  -0.48  -1.52  1.40  0.208
H  -0.71  1.57  0.46  0.199
H  -2.00  1.74  -1.13  0.167
H  -1.59  -1.29  -1.03  0.213
H  -2.41  -0.47  -2.41  0.217
H  -3.09  -0.38  -0.77  0.220

# 2
The molecule C6H12O, computed with ωB97M-V/def2-TZVPD.

## Properties
- Orbital gap: 10.78 eV
- Highest occupied orbital energy: -9.848 eV
- Calculated total energy: -8463.17810 eV
- SMILES: C=C[C@@](C)(O)CC

Last column: natural (NBO) charge in e.
Cartesian coordinates (Å):
C  -1.85  0.50  -1.15  -0.613
C  -0.92  0.69  0.05  -0.413
C  0.22  -0.33  -0.03  0.207
C  1.14  0.03  -1.23  -0.636
C  1.03  0.12  2.33  -0.393
C  1.11  -0.50  1.17  -0.185
O  -0.50  -1.59  -0.05  -0.737
H  -2.06  -0.57  -1.25  0.232
H  -1.38  0.84  -2.08  0.198
H  -2.79  1.04  -1.03  0.209
H  -1.47  0.50  0.98  0.212
H  -0.57  1.73  0.10  0.205
H  0.67  -0.15  -2.20  0.221
H  1.39  1.10  -1.20  0.220
H  2.10  -0.50  -1.21  0.209
H  0.30  0.91  2.49  0.199
H  1.70  -0.14  3.13  0.203
H  1.82  -1.31  1.00  0.187
H  0.05  -2.36  0.19  0.475

# 3
The molecule C6H12O, computed with ωB97M-V/def2-TZVPD.

## Properties
- Orbital gap: 10.40 eV
- Highest occupied orbital energy: -9.445 eV
- Calculated total energy: -8463.21233 eV
- SMILES: CC[C@@]1(C)C[C@H]1O

Last column: natural (NBO) charge in e.
Cartesian coordinates (Å):
C  -1.16  0.68  -1.58  -0.614
C  -0.94  0.79  -0.07  -0.398
C  0.32  0.11  0.42  -0.076
C  1.62  0.81  0.08  -0.598
C  0.28  -0.65  1.73  -0.432
C  0.32  -1.40  0.45  0.077
O  -0.84  -2.10  0.12  -0.703
H  -1.79  -0.18  -1.86  0.197
H  -0.22  0.56  -2.12  0.202
H  -1.65  1.55  -2.02  0.214
H  -1.81  0.39  0.47  0.220
H  -0.89  1.86  0.17  0.205
H  1.70  1.04  -0.99  0.207
H  1.69  1.76  0.63  0.210
H  2.49  0.21  0.36  0.210
H  -0.66  -0.68  2.27  0.226
H  1.17  -0.65  2.36  0.214
H  1.25  -1.91  0.18  0.171
H  -0.96  -2.04  -0.83  0.469

# 4
A cluster of 2 separate species, C6H12O in total, computed with ωB97M-V/def2-TZVPD.

## Properties
- Orbital gap: 10.41 eV
- Highest occupied orbital energy: -9.333 eV
- Calculated total energy: -8461.60321 eV
- SMILES: C=C(C)[C@H]1O[C@H]1C.[H][H]

Last column: natural (NBO) charge in e.
Cartesian coordinates (Å):
C  1.22  -0.42  -1.52  -0.646
C  1.06  0.01  -0.09  0.004
C  1.63  -0.62  0.94  -0.414
C  0.36  1.32  0.14  0.017
O  -0.51  1.81  -0.88  -0.493
C  -1.09  1.48  0.37  0.077
C  -2.06  0.33  0.41  -0.639
H  1.71  -1.40  -1.60  0.216
H  0.26  -0.45  -2.05  0.230
H  1.84  0.31  -2.04  0.225
H  -0.68  -2.83  0.24  -0.012
H  1.54  -0.24  1.95  0.199
H  2.22  -1.51  0.79  0.202
H  -0.20  -2.37  0.57  0.005
H  1.01  2.08  0.56  0.191
H  -1.38  2.35  0.96  0.178
H  -1.70  -0.51  -0.20  0.223
H  -3.03  0.66  0.02  0.220
H  -2.20  -0.01  1.44  0.218

> Which formula does entry 3 have?

C6H12O